{"formula": "C3H7N3OS", "method": "the ωB97M-V functional and the def2-TZVPD basis", "e_above_lowest_kcal_mol": 97.60, "multiplicity": 1, "energy_ev": -20573.9513, "homo_lumo_gap_ev": 9.49, "largest_force_ev_per_a": 6.80, "total_charge": 0, "symbols": ["C", "C", "C", "H", "H", "H", "H", "H", "H", "H", "N", "N", "N", "O", "S"], "xyz": [[1.354168, 1.482716, -0.116142], [0.565089, 0.306062, -0.076816], [-1.722313, -0.565229, -0.106336], [2.467093, 1.280168, -0.799519], [0.852776, 2.504523, -0.553146], [1.669668, 1.829256, 0.925604], [-2.941411, 0.766220, 1.060895], [-3.559912, -0.628299, 0.225398], [-0.522733, -2.021223, -0.427112], [3.179241, -2.050385, 0.150578], [-2.980694, 0.134305, -0.060084], [-1.503307, -1.896255, -0.197036], [1.036801, -0.850789, 0.222317], [-0.755063, 0.462533, -0.186311], [2.860593, -0.753600, -0.062290]], "forces_ev_per_angstrom": [[3.3552, 5.5183, -2.1370], [-0.4384, -2.8538, 1.1077], [1.4115, -2.9312, -0.8145], [-3.6547, 0.8600, 2.0161], [0.9341, -2.8976, 0.7536], [-0.1944, -0.8885, -1.2865], [-0.0267, -2.2211, -4.5646], [-1.2753, -0.5662, -0.1011], [0.1543, -0.0538, 0.3205], [-0.5348, 0.1400, 0.0290], [1.8986, 0.9442, 4.9871], [-1.7833, 5.4688, 0.1456], [2.5826, 0.2901, -1.3968], [-1.3187, 0.1291, 0.0250], [-1.1099, -0.9385, 0.9161]], "lowdin_charge": [-0.132, -0.634, -0.455, 0.099, 0.138, 0.107, 0.230, 0.042, 0.007, -0.157, 0.071, 0.135, -0.192, 0.019, 0.722]}

{"formula": "C6H17Cl3N2P", "method": "the ωB97M-V functional and the def2-TZVPD basis", "multiplicity": 1, "energy_ev": -56327.4810, "homo_lumo_gap_ev": 11.23, "largest_force_ev_per_a": 0.90, "total_charge": 1, "symbols": ["C", "C", "C", "N", "P", "N", "C", "C", "H", "H", "H", "H", "H", "H", "H", "H", "H", "H", "H", "H", "H", "H", "H", "H", "C", "Cl", "Cl", "Cl", "H"], "xyz": [[0.795632, -1.831236, 1.551140], [1.392933, -1.180828, 0.296166], [0.557248, -0.107585, -0.387269], [0.079858, 0.926542, 0.595974], [-1.363441, 1.624296, 0.279284], [-2.621413, 0.730531, 0.815110], [-2.677078, -0.729283, 0.527439], [-3.061682, -1.097725, -0.913848], [0.014462, -1.226530, 2.008867], [0.386099, -2.815641, 1.332501], [1.569390, -1.958123, 2.304473], [1.609924, -1.948329, -0.446880], [2.339553, -0.702082, 0.544547], [-0.281858, -0.515567, -0.953198], [1.198001, 0.398486, -1.109748], [0.767640, 1.680879, 0.611151], [-1.393167, 2.818646, 0.988653], [-1.492642, 1.997750, -1.068139], [-3.503244, 1.182361, 0.586190], [-3.407389, -1.137950, 1.220142], [-1.717458, -1.154343, 0.802981], [-3.294011, -0.225922, -1.523431], [-3.937019, -1.743691, -0.908888], [-2.274023, -1.672739, -1.399440], [4.155043, 1.805042, -1.159507], [3.683929, 1.579434, 0.533899], [4.654314, 0.280406, -1.870491], [2.829382, 2.531830, -2.075593], [4.991019, 2.491370, -1.182084]], "forces_ev_per_angstrom": [[0.0292, -0.0036, -0.1386], [-0.0536, 0.0392, 0.2404], [0.2807, -0.1351, -0.0020], [-0.0668, 0.2780, -0.8551], [-0.0592, 0.1032, 0.3819], [0.1186, -0.1573, -0.4909], [-0.2235, -0.0883, -0.0586], [0.0552, -0.2642, 0.1886], [0.0281, 0.0829, 0.0358], [-0.0869, -0.0188, 0.0204], [-0.0058, -0.0973, 0.0364], [0.1097, 0.0613, -0.0803], [0.0099, -0.1682, 0.0157], [-0.1646, -0.0372, 0.1878], [-0.1105, 0.0207, -0.1229], [0.1960, -0.1701, 0.4889], [-0.0095, 0.1181, -0.0329], [0.0123, -0.0750, -0.0956], [-0.0890, 0.0219, 0.2491], [0.0314, 0.0492, 0.1153], [0.0298, 0.0283, 0.0731], [0.0095, 0.0437, -0.0365], [-0.0853, 0.0755, -0.0597], [0.0582, 0.1295, -0.0985], [0.0073, -0.0786, -0.0133], [0.0380, 0.1727, 0.0481], [-0.0323, 0.0139, 0.0000], [-0.0343, 0.0411, -0.0059], [0.0074, 0.0146, 0.0096]], "lowdin_charge": [-0.091, -0.239, -0.250, -0.173, 0.898, -0.196, -0.259, -0.075, 0.052, 0.077, 0.078, 0.119, 0.047, 0.094, 0.070, 0.068, 0.048, 0.041, 0.111, 0.119, 0.071, 0.073, 0.080, 0.070, -1.515, 0.564, 0.565, 0.535, 0.018]}

{"formula": "C3H2N2O", "method": "the ωB97M-V functional and the def2-TZVPD basis", "e_above_lowest_kcal_mol": 21.67, "multiplicity": 1, "smiles": "C=NC(=O)C#N", "energy_ev": -8168.7733, "homo_lumo_gap_ev": 10.23, "largest_force_ev_per_a": 3.68, "total_charge": 0, "symbols": ["C", "N", "C", "O", "C", "N", "H", "H"], "xyz": [[-0.160120, -0.396325, -1.549497], [0.628415, -0.357923, -0.604945], [0.406586, -0.290577, 0.779353], [0.749396, -1.130210, 1.632106], [-0.086355, 1.005793, 1.381599], [-0.492535, 1.761020, 2.167526], [-1.227188, -0.336692, -1.209652], [0.181800, -0.255087, -2.596490]], "forces_ev_per_angstrom": [[-2.5836, 1.0505, -0.1469], [2.4443, 0.1205, 2.4671], [1.0524, -1.4491, 1.9331], [-1.0588, 1.9140, -2.9583], [-0.4428, 0.0887, 0.9010], [0.5754, -0.8024, -1.5187], [0.3431, -0.4284, -1.4222], [-0.3300, -0.4938, 0.7450]], "lowdin_charge": [0.004, 0.064, -0.424, 0.088, -0.106, 0.165, 0.109, 0.101]}

{"formula": "C4H6O2", "method": "the ωB97M-V functional and the def2-TZVPD basis", "e_above_lowest_kcal_mol": 48.62, "multiplicity": 1, "smiles": "C=C(C=O)CO", "energy_ev": -8338.3530, "homo_lumo_gap_ev": 10.25, "largest_force_ev_per_a": 3.53, "total_charge": 0, "symbols": ["C", "C", "C", "O", "C", "O", "H", "H", "H", "H", "H", "H"], "xyz": [[-0.261728, 1.543089, -0.038337], [0.272563, 0.322518, 0.086575], [1.761175, 0.086111, -0.130361], [2.159231, -1.049442, -0.108096], [-0.606344, -0.909193, 0.153780], [-1.970893, -0.581540, -0.263925], [-1.296856, 1.674479, 0.019115], [0.466999, 2.431507, 0.029596], [2.511033, 0.949074, -0.203185], [-0.605723, -1.494331, 1.173741], [-0.005188, -1.564625, -0.586386], [-2.424265, -1.407652, -0.132514]], "forces_ev_per_angstrom": [[3.3222, 0.6890, 0.9825], [-0.2548, 0.7805, -0.4007], [-0.5614, 0.2090, 1.2417], [0.5834, -0.1144, -0.3441], [0.9987, -1.2491, -0.3878], [1.9780, -0.2475, 0.5444], [-1.3384, 0.4217, 0.0084], [-1.4213, -1.2707, -0.6305], [-1.1412, -0.5633, -0.1247], [0.1146, 1.4060, -1.7588], [-1.6478, 0.2899, 0.9351], [-0.6319, -0.3511, -0.0655]], "lowdin_charge": [0.090, -0.270, -0.225, 0.036, -0.206, -0.075, 0.047, 0.103, 0.139, 0.159, 0.133, 0.069]}

{"formula": "C6H10N2O2", "method": "the ωB97M-V functional and the def2-TZVPD basis", "e_above_lowest_kcal_mol": 70.79, "multiplicity": 1, "energy_ev": -13456.8718, "homo_lumo_gap_ev": [9.41, 9.41], "largest_force_ev_per_a": 4.45, "total_charge": 0, "symbols": ["C", "C", "C", "C", "C", "C", "N", "N", "O", "O", "H", "H", "H", "H", "H", "H", "H", "H", "H", "H"], "xyz": [[1.280731, -0.777738, 0.943131], [0.776456, 1.633578, 1.137910], [1.586110, 0.486184, 1.666051], [-0.018993, 0.289420, -0.702991], [-0.152413, 0.258731, -2.211855], [-1.648999, -1.700605, -0.141269], [0.749367, -0.811779, -0.243901], [0.222981, 1.525786, -0.070428], [0.621351, 2.639313, 1.819098], [-1.652741, -0.332415, -0.113385], [1.722449, -1.769989, 1.214686], [1.526995, 0.428407, 2.793863], [2.744596, 0.536226, 1.600718], [0.831924, 0.005553, -2.650834], [-0.383349, 1.241571, -2.612877], [-0.897152, -0.641782, -2.391446], [-1.473036, -2.228320, 0.731071], [-1.013565, -2.091998, -0.928422], [-2.785758, -1.995153, -0.316092], [-0.521045, 2.199669, -0.295537]], "forces_ev_per_angstrom": [[0.2598, -1.0022, -2.5751], [0.6172, 1.7190, 2.6616], [1.7189, -1.1451, 1.3873], [-1.1926, -1.9847, 0.8982], [-0.4982, -1.6518, 0.3891], [-3.7925, -0.4672, -2.2828], [0.4731, 0.1058, 2.0128], [-2.0588, -0.5610, -2.2542], [0.1883, -0.5800, -0.5297], [2.9553, 2.5844, -0.5243], [-0.2662, 1.0802, 0.3057], [-0.5885, 0.0498, -1.2237], [-1.7247, 0.6302, -0.4535], [-0.4279, -0.1057, 0.3458], [-0.7704, -0.1819, -0.1044], [1.4254, 2.2562, -0.2413], [1.1047, -0.6588, 2.2600], [-0.2002, -0.4239, -0.2657], [2.0065, 0.3484, -0.2076], [0.7708, -0.0117, 0.4019]], "lowdin_charge": [-0.094, -0.478, -0.064, -0.386, -0.002, -0.250, 0.081, 0.168, 0.071, -0.184, 0.134, 0.146, 0.166, 0.090, 0.075, 0.126, 0.035, 0.062, 0.123, 0.181]}

{"formula": "C6H7NS", "method": "the ωB97M-V functional and the def2-TZVPD basis", "e_above_lowest_kcal_mol": 98.25, "multiplicity": 1, "smiles": "C#C[C@@H]1CC(=S)N1C", "energy_ev": -18656.4884, "homo_lumo_gap_ev": 9.10, "largest_force_ev_per_a": 7.52, "total_charge": 0, "symbols": ["C", "C", "C", "C", "C", "S", "N", "C", "H", "H", "H", "H", "H", "H", "H"], "xyz": [[-1.506239, 1.109202, -2.302760], [-0.967620, 0.655350, -1.264101], [-0.782316, -0.040306, -0.073212], [-0.931174, 0.654931, 1.300139], [0.652664, 0.476529, 1.501564], [2.007348, 0.955161, 2.269782], [0.578064, -0.235218, 0.272885], [1.542896, -1.265837, -0.222622], [-1.595545, 1.439083, -3.289153], [-1.418049, -1.051014, -0.235093], [-1.605067, 0.127422, 2.013993], [-1.366677, 1.755590, 1.200424], [2.684910, -0.942749, -0.066872], [1.330494, -1.300004, -1.343113], [1.376312, -2.338138, 0.238139]], "forces_ev_per_angstrom": [[2.9936, -1.9783, 4.3803], [-3.4420, 3.1016, -5.9181], [-1.1748, -3.5288, 1.9012], [-1.1956, 2.9412, 0.7889], [-1.4802, -0.7553, -3.3435], [-0.9797, -0.2913, 0.3151], [3.7418, -1.3260, 2.2151], [0.7077, 0.0546, -0.7886], [-0.4340, 0.4721, -0.7936], [1.3310, 1.8981, 0.8190], [0.8175, 0.1894, -0.4531], [1.2069, -2.1592, 0.3852], [-2.8217, -0.5522, -0.1739], [0.5477, -0.2759, 1.3917], [0.1816, 2.2101, -0.7256]], "lowdin_charge": [0.157, -0.097, -0.397, -0.066, -0.752, 0.632, -0.193, -0.056, 0.009, 0.198, 0.111, 0.149, 0.107, 0.088, 0.109]}